Entry 1:
This record from the Open Molecules 2025 dataset describes C5H8N2 as an isolated structure. The level of theory is ωB97M-V/def2-TZVPD.

Its total energy is -304.686742 hartree. Its charge is 0. The value obtained for the relative energy (zero: lowest compared OMol25 entry of this formula, charge and spin) is 4.048 eV.

Each line ends with the natural charge from an NBO analysis.
Geometry (Å):
1 C -1.871 0.074 0.565  -0.62
2 C -1.064 -0.302 -0.667  -0.20
3 N 0.380 -0.160 -0.429  -0.48
4 C 1.137 -1.076 0.545  -0.25
5 C 2.226 -0.245 0.734  -0.17
6 N 2.171 1.014 0.160  -0.39
7 C 1.070 1.048 -0.517  0.15
8 H -2.940 -0.018 0.351  0.22
9 H -1.616 -0.594 1.392  0.24
10 H -1.669 1.105 0.872  0.21
11 H -1.319 0.326 -1.527  0.20
12 H -1.241 -1.346 -0.938  0.22
13 H 0.947 -1.066 -0.849  0.46
14 H 3.099 -0.508 1.321  0.21
15 H 0.713 1.867 -1.131  0.20

Atoms 1-2, force components in eV/Å:
0.003 0.011 0.042
-0.110 -0.017 -0.062

---

Entry 2:
This record from the Open Molecules 2025 dataset describes C65H53AsCl2F5N7O3PbS as an isolated structure. The level of theory is ωB97M-V/def2-TZVPD.

Its total energy is -7364.397873 hartree. Its charge is 0. The value obtained for the relative energy (zero: lowest compared OMol25 entry of this formula, charge and spin) is 0.015 eV.

Each line ends with the Mulliken charge.
Geometry (Å):
1 Pb -0.244 1.559 -0.399  1.70
2 C -10.467 -4.849 7.360  -0.84
3 O -10.678 -4.053 6.208  -0.46
4 C -9.588 -3.540 5.585  0.94
5 C -9.845 -2.724 4.483  -0.79
6 C -8.800 -2.160 3.784  -0.44
7 C -7.476 -2.391 4.161  0.32
8 C -7.233 -3.204 5.260  -0.80
9 C -8.273 -3.780 5.973  -0.46
10 C -6.340 -1.807 3.444  0.15
11 N -5.078 -2.028 3.729  -0.85
12 C -4.370 -1.291 2.814  1.34
13 C -5.211 -0.620 1.966  0.20
14 N -6.479 -0.958 2.377  -0.12
15 C -4.750 0.254 0.937  0.43
16 C -5.590 1.023 0.121  -0.58
17 C -5.037 1.903 -0.771  -1.32
18 C -3.644 1.982 -0.848  -0.51
19 N -2.837 1.226 -0.133  0.65
20 C -3.354 0.369 0.769  -0.33
21 C -2.442 -0.396 1.624  -0.78
22 N -1.114 -0.305 1.401  0.60
23 C -0.286 -0.886 2.240  -0.51
24 C -0.707 -1.607 3.365  -1.20
25 C -2.051 -1.767 3.571  -0.70
26 C -2.949 -1.169 2.680  0.11
27 H -11.454 -5.122 7.723  0.24
28 H -9.938 -4.290 8.136  0.34
29 H -9.906 -5.756 7.118  0.34
30 H -10.873 -2.548 4.198  0.42
31 H -9.038 -1.533 2.933  0.26
32 H -6.208 -3.382 5.555  0.47
33 H -8.047 -4.406 6.822  0.40
34 H -7.346 -0.620 2.000  0.16
35 H -6.666 0.933 0.208  0.42
36 H -5.648 2.533 -1.400  0.49
37 H -3.172 2.701 -1.504  0.30
38 H 0.772 -0.785 2.022  0.61
39 H 0.025 -2.026 4.040  0.60
40 H -2.442 -2.332 4.407  0.59
41 N -1.247 -0.589 -2.330  -0.23
42 C -0.390 -1.293 -3.291  -0.51
43 C 0.136 -0.327 -4.354  0.12
44 C 1.584 -0.575 -4.785  -0.59
45 C 2.607 0.251 -3.998  -0.39
46 N 2.270 0.399 -2.581  0.95
47 H -1.616 -1.229 -1.635  0.12
48 H -2.042 -0.165 -2.796  0.18
49 H -0.910 -2.126 -3.781  0.42
50 H 0.438 -1.732 -2.729  -0.06
51 H 0.051 0.685 -3.954  -0.49
52 H -0.511 -0.384 -5.234  0.58
53 H 1.693 -0.309 -5.839  0.44
54 H 1.817 -1.644 -4.721  0.10
55 H 2.637 1.249 -4.439  0.05
56 H 3.608 -0.178 -4.140  0.44
57 H 2.744 1.203 -2.180  -0.12
58 H 2.573 -0.429 -2.078  -0.78
59 Cl -2.361 3.710 3.962  -0.26
60 C -0.704 3.208 3.845  0.61
61 C 0.121 3.342 4.967  -0.51
62 C 1.422 2.923 4.941  0.67
63 Cl 2.410 3.084 6.368  -0.29
64 C 1.960 2.353 3.767  0.24
65 C 3.271 1.839 3.647  -1.07
66 C 3.695 1.312 2.460  -1.01
67 C 2.809 1.305 1.368  -0.77
68 N 1.584 1.757 1.457  0.87
69 C 1.127 2.263 2.627  -0.15
70 C -0.261 2.668 2.635  -0.82
71 O -1.016 2.509 1.613  -0.40
72 H -0.288 3.776 5.868  0.47
73 H 3.925 1.865 4.508  0.43
74 H 4.692 0.907 2.347  0.59
75 H 3.122 0.934 0.398  0.65
76 F -2.406 5.718 -6.319  -0.35
77 C -1.977 5.393 -5.094  0.73
78 C -2.032 4.087 -4.651  -0.17
79 F -2.512 3.126 -5.453  -0.36
80 C -1.558 3.771 -3.393  -0.93
81 F -1.582 2.462 -3.046  -0.02
82 C -1.039 4.706 -2.502  1.25
83 S -0.465 4.330 -0.900  -0.38
84 C -0.997 6.015 -2.994  -0.05
85 F -0.485 6.993 -2.237  -0.43
86 C -1.444 6.358 -4.254  0.33
87 F -1.357 7.621 -4.680  -0.36
88 C 2.882 5.389 -0.542  -1.61
89 C 2.758 4.284 -1.554  0.12
90 O 2.992 3.126 -1.259  -0.45
91 C 2.424 4.643 -2.967  0.41
92 C 1.847 3.676 -3.784  1.18
93 C 1.565 3.959 -5.109  -0.62
94 C 1.854 5.215 -5.627  -0.73
95 C 2.421 6.187 -4.815  -0.79
96 C 2.699 5.904 -3.485  -0.34
97 H 2.845 4.958 0.456  0.16
98 H 2.086 6.121 -0.662  0.39
99 H 3.846 5.887 -0.675  0.47
100 H 1.602 2.714 -3.353  -0.11
101 H 1.107 3.203 -5.737  0.52
102 H 1.633 5.439 -6.663  0.42
103 H 2.643 7.167 -5.215  0.42
104 H 3.139 6.666 -2.856  0.41
105 C 7.816 -1.225 -2.103  -0.46
106 C 7.565 -2.549 -1.760  -0.72
107 C 6.319 -2.919 -1.281  -0.02
108 C 5.310 -1.969 -1.137  0.06
109 C 5.566 -0.649 -1.489  -0.09
110 C 6.816 -0.276 -1.970  -0.85
111 As 3.536 -2.448 -0.465  0.74
112 C 4.046 -3.178 1.273  0.30
113 C 5.255 -2.862 1.886  -0.50
114 C 5.561 -3.371 3.141  -0.70
115 C 4.663 -4.198 3.799  -0.45
116 C 3.447 -4.502 3.203  -0.80
117 C 3.138 -3.987 1.953  -0.54
118 C 3.342 -4.096 -1.506  -0.10
119 C 3.505 -5.388 -1.025  0.09
120 C 3.356 -6.477 -1.877  -0.74
121 C 3.051 -6.284 -3.215  -0.48
122 C 2.897 -4.994 -3.706  -0.70
123 C 3.035 -3.911 -2.853  -0.10
124 H 8.790 -0.938 -2.475  0.38
125 H 8.342 -3.295 -1.869  0.41
126 H 6.129 -3.954 -1.021  0.45
127 H 4.789 0.101 -1.396  0.39
128 H 7.004 0.756 -2.237  0.46
129 H 5.967 -2.219 1.384  0.39
130 H 6.509 -3.125 3.602  0.42
131 H 4.907 -4.601 4.773  0.40
132 H 2.736 -5.139 3.714  0.43
133 H 2.180 -4.224 1.501  0.61
134 H 3.762 -5.560 0.013  0.42
135 H 3.484 -7.480 -1.489  0.41
136 H 2.937 -7.134 -3.875  0.36
137 H 2.669 -4.832 -4.752  0.44
138 H 2.914 -2.905 -3.243  0.11

Atoms 1-2, force components in eV/Å:
0.041 0.200 0.087
0.015 -0.006 -0.010

---

Entry 3:
This record from the Open Molecules 2025 dataset describes a 2-piece molecular cluster, CHFOS2 overall. The level of theory is ωB97M-V/def2-TZVPD.

The SMILES is O=C=S.FS. Its total energy is -1010.152595 hartree. Its charge is 0. The value obtained for the relative energy (zero: lowest compared OMol25 entry of this formula, charge and spin) is 0.315 eV.

Each line ends with the natural charge from an NBO analysis.
Geometry (Å):
1 C -1.463 2.266 -0.745  0.43
2 O -2.301 1.618 -1.150  -0.47
3 F -0.631 0.342 0.308  -0.48
4 S -0.408 3.256 -0.262  0.02
5 S -1.277 -0.943 -0.499  0.41
6 H -0.356 -1.045 -1.444  0.08

Atoms 1-2, force components in eV/Å:
-0.260 0.769 -0.229
-1.705 -1.041 -0.867

---

Entry 4:
This record from the Open Molecules 2025 dataset describes one molecule with the formula C4H5NO. The level of theory is ωB97M-V/def2-TZVPD.

The SMILES is C[C@H]1O[C@H]1C#N. Its total energy is -285.345283 hartree. Its charge is 0. The value obtained for the relative energy (zero: lowest compared OMol25 entry of this formula, charge and spin) is 1.886 eV.

Each line ends with the natural charge from an NBO analysis.
Geometry (Å):
1 C -1.283 -0.404 -0.104  -0.64
2 C -0.239 0.639 0.237  0.10
3 O 0.480 0.329 1.427  -0.45
4 C 1.214 0.523 0.228  -0.06
5 C 1.617 -0.653 -0.526  0.25
6 N 1.681 -1.571 -1.226  -0.30
7 H -2.006 -0.160 0.669  0.23
8 H -1.745 -0.271 -1.093  0.23
9 H -0.967 -1.454 0.006  0.24
10 H -0.646 1.644 0.151  0.19
11 H 1.895 1.378 0.230  0.23

Atoms 1-2, force components in eV/Å:
0.292 0.027 -0.189
-0.999 0.302 0.051

---

Number 1: LUMO level 0.771 eV. Number 2: LUMO level -0.218 eV. Number 3: LUMO level -0.048 eV. Number 4: LUMO level 0.880 eV.